No. 1
Density functional theory data (ωB97M-V/def2-TZVPD) for a cluster of 5 separate species, C14H41N7O5 in total.

Results
Multiplicity = 1
Calculated total energy = -35847.5520 eV
Kohn-Sham gap = 9.4 eV
LUMO = 0.42 eV

Element x y z (Å)
C -1.16512 0.42414 -0.40671
O -1.53310 1.56507 -0.45031
N 0.04785 -0.05383 -0.80069
N -1.82837 -0.53929 0.33829
H 0.63992 0.39649 -1.48389
H 0.18965 -1.04842 -0.69680
H -1.54329 -1.50622 0.40052
H -2.43588 -0.22297 1.08057
C -4.20474 6.71256 0.43379
O -4.50332 7.54415 1.23717
N -3.05455 6.50075 -0.03832
N -5.05056 5.97295 -0.25680
H -2.80303 5.56621 -0.32725
H -2.41466 7.20206 0.30635
H -6.02816 5.80845 -0.06358
H -4.54668 5.41987 -0.93526
C 4.49603 0.35324 -3.69869
C 4.68764 1.66987 -2.99453
C 6.09852 2.33898 -3.24161
O 7.06122 1.88876 -2.35806
C 6.90617 2.01677 -1.00119
N 3.60366 2.54290 -3.52863
H 3.45616 0.02773 -3.67022
H 5.09836 -0.39080 -3.17746
H 4.69834 0.50544 -4.75889
H 4.47957 1.42132 -1.95384
H 6.05297 3.42644 -3.18297
H 6.62611 2.27653 -4.19338
H 6.50610 1.11527 -0.53712
H 6.21871 2.85762 -0.90916
H 7.83894 2.21159 -0.47198
H 3.58585 3.42004 -3.02822
H 3.86653 2.71945 -4.48771
C 3.70952 -4.22497 0.04270
C 2.92374 -4.92465 -0.97717
C 3.22007 -6.40689 -1.38226
O 2.93441 -6.65699 -2.72701
C 2.98078 -8.04768 -2.91885
N 1.47824 -4.80545 -0.61696
H 4.15894 -4.92555 0.74648
H 3.11324 -3.62441 0.72963
H 4.44568 -3.58612 -0.44521
H 3.04287 -4.36841 -1.90696
H 2.84904 -7.09208 -0.62006
H 4.30984 -6.38747 -1.39412
H 3.96388 -8.39047 -2.59618
H 2.80789 -8.28035 -3.96960
H 2.21463 -8.62886 -2.40569
H 1.56078 -5.25251 0.28493
H 0.90617 -5.32054 -1.27082
C -7.62436 0.48681 4.83581
C -6.86807 0.96185 3.45277
C -5.39287 1.47105 3.68877
O -5.28910 2.44196 4.68597
C -3.94360 2.64254 5.19437
N -6.87691 -0.08942 2.51124
H -7.06719 -0.34629 5.26429
H -8.69457 0.33263 4.69806
H -7.49110 1.35830 5.47679
H -7.39137 1.73634 2.89201
H -4.93186 1.77495 2.74896
H -4.87890 0.69997 4.26265
H -3.24772 2.74371 4.36153
H -3.40521 1.93009 5.81940
H -3.89739 3.52402 5.83385
H -7.28180 -0.92435 2.91005
H -7.38426 0.03608 1.64699

No. 2
Density functional theory data (ωB97M-V/def2-TZVPD) for a cluster of 12 separate species, C36H96O44P8 in total.

Results
Multiplicity = 1
Calculated total energy = -203307.5035 eV
Kohn-Sham gap = 9.8 eV
LUMO = 0.27 eV

Element x y z (Å)
C 4.14028 4.06363 0.55873
O 3.50207 5.27616 1.01771
P 2.06911 5.12876 1.64861
O 1.12262 4.23414 0.97368
O 2.46455 4.67570 3.10659
C 1.38786 4.41407 4.01551
O 1.53099 6.60312 1.78622
C 1.39174 7.37808 0.58148
H 3.48077 3.60324 -0.16692
H 4.34414 3.36939 1.37515
H 5.09672 4.34393 0.12871
H 1.66527 4.71964 5.02042
H 1.07626 3.37583 3.90517
H 0.52574 5.05426 3.80636
H 0.83973 8.26414 0.86850
H 0.86811 6.79887 -0.18259
H 2.37428 7.59873 0.16397
C -0.45368 2.94472 -5.86674
O 0.81765 2.60938 -6.42508
P 1.32961 1.09234 -6.48612
O 2.76224 1.00607 -6.23317
O 0.77321 0.60553 -7.89250
C 1.51337 0.84350 -9.09456
O 0.36950 0.32437 -5.48857
C 0.91677 -0.71350 -4.64224
H -0.63852 2.55356 -4.87336
H -1.24978 2.68711 -6.57318
H -0.46132 4.03152 -5.86207
H 1.24929 1.75505 -9.63310
H 1.22093 0.01436 -9.73810
H 2.58082 0.84259 -8.88031
H 0.59316 -1.68185 -5.02350
H 0.47262 -0.53635 -3.66493
H 1.99974 -0.63370 -4.59778
C 5.93894 1.46613 -1.34535
O 4.72671 2.05771 -1.83147
P 4.06728 1.46563 -3.15472
O 4.88021 1.49648 -4.34518
O 3.67424 -0.00670 -2.69267
C 2.77787 -0.18764 -1.61852
O 2.67601 2.21899 -3.26069
C 2.41675 3.49249 -2.66298
H 5.68502 0.56552 -0.79224
H 6.39980 2.18691 -0.67646
H 6.58546 1.22633 -2.18994
H 2.67429 0.66078 -0.94240
H 3.12533 -1.05075 -1.04467
H 1.75373 -0.47695 -1.86928
H 3.33765 3.96478 -2.31997
H 1.82824 3.35914 -1.74880
H 1.88342 4.11768 -3.37219
C 0.83381 -6.25867 1.73329
O 1.18406 -6.62708 0.38760
P 1.52609 -5.52142 -0.68933
O 2.44512 -4.46244 -0.28638
O 2.05107 -6.48860 -1.83236
C 2.05216 -5.95788 -3.15652
O 0.09844 -5.10168 -1.25939
C -0.21987 -3.75225 -1.70445
H 0.97675 -5.19321 1.92270
H 1.46996 -6.79660 2.42764
H -0.22296 -6.42684 1.93380
H 2.84733 -6.30680 -3.81027
H 2.06126 -4.86541 -3.19814
H 1.11594 -6.25171 -3.64195
H 0.61757 -3.11822 -1.97581
H -0.75054 -3.27540 -0.87773
H -1.01096 -3.99478 -2.40564
C -4.76568 -6.01737 -2.85850
O -5.29210 -4.87924 -2.15298
P -4.36698 -3.95949 -1.28352
O -3.31367 -3.24428 -2.00560
O -5.37515 -3.00684 -0.56536
C -6.47856 -3.51867 0.17895
O -3.87692 -4.98681 -0.18559
C -2.64436 -4.81782 0.54260
H -4.97576 -5.80707 -3.90165
H -5.33809 -6.90254 -2.57697
H -3.74499 -6.22106 -2.54373
H -6.81693 -4.47541 -0.23564
H -7.33306 -2.86692 0.01402
H -6.23396 -3.69326 1.22372
H -2.95268 -4.87113 1.58427
H -2.25064 -3.81285 0.39783
H -1.92880 -5.57814 0.25597
C 3.98785 -2.29705 1.90022
O 4.49689 -1.46240 2.93533
P 5.03655 0.00971 2.64718
O 4.60032 0.47944 1.32277
O 4.56588 0.82340 3.89225
C 3.59192 1.87919 3.79040
O 6.59170 -0.11948 2.87984
C 7.34649 -0.79503 1.88485
H 4.51130 -3.25606 1.89625
H 4.12895 -1.93915 0.88234
H 2.94162 -2.49791 2.11798
H 2.99004 1.77899 4.68999
H 3.07882 1.88931 2.83655
H 4.09755 2.84120 3.89683
H 6.74766 -1.06023 1.01545
H 7.76452 -1.73254 2.26819
H 8.24369 -0.22961 1.63935
C -2.48118 3.29798 3.47275
O -2.91763 3.71956 4.77375
P -2.74886 5.21640 5.23711
O -1.38585 5.66838 5.47063
O -3.50325 5.92495 4.01587
C -3.92011 7.27332 4.11425
O -3.76071 5.36718 6.43308
C -5.14346 5.05601 6.28487
H -2.39907 2.21064 3.49567
H -1.46068 3.63478 3.27865
H -3.20059 3.59284 2.71615
H -3.89308 7.74665 3.12978
H -3.18156 7.86596 4.66410
H -4.92656 7.40930 4.50542
H -5.51884 4.70372 7.24169
H -5.37483 4.41817 5.43470
H -5.72300 5.97040 6.10295
C 0.10700 -5.25221 7.32203
O -0.77672 -4.27929 6.72706
P -1.18349 -4.39452 5.21611
O -0.11700 -4.72197 4.28407
O -2.40443 -5.40174 5.26366
C -3.48724 -5.33154 4.37000
O -1.87789 -2.99564 5.01284
C -1.76463 -2.26969 3.77807
H 1.04630 -4.74924 7.55611
H 0.45444 -5.98920 6.59439
H -0.37264 -5.64742 8.20804
H -4.44269 -5.31227 4.90072
H -3.55450 -6.25024 3.77484
H -3.49590 -4.50550 3.65631
H -1.05874 -1.45509 3.93770
H -2.74620 -1.86844 3.54912
H -1.31969 -2.85083 2.96802
C -1.92028 -0.12152 -2.00018
O -0.73610 0.21728 -1.28548
C -0.79715 0.55793 0.00096
O -1.79589 0.83390 0.61488
O 0.45720 0.54517 0.41409
C 0.84637 1.08930 1.67858
H -2.76434 0.25993 -1.42718
H -1.96049 -1.17963 -2.24719
H -1.87947 0.42190 -2.94508
H 1.17973 0.34880 2.40251
H 0.13779 1.79857 2.09650
H 1.72647 1.63983 1.34198
C -2.64819 -3.39704 -4.81864
O -2.33449 -3.44541 -6.19166
C -1.13078 -3.90836 -6.50400
O -0.36852 -4.50035 -5.78147
O -0.93347 -3.69910 -7.80497
C 0.09155 -4.46569 -8.41929
H -3.69523 -3.20276 -4.60832
H -1.98782 -2.82372 -4.17555
H -2.59326 -4.42422 -4.42508
H 0.04432 -4.25822 -9.48101
H -0.06937 -5.52121 -8.18531
H 1.09641 -4.26294 -8.04305
C 2.62183 -0.87448 5.58075
O 2.01039 0.17299 6.32487
C 0.94166 0.73398 5.78330
O 0.51470 0.51278 4.67855
O 0.49602 1.68450 6.60346
C -0.74879 2.28092 6.24758
H 3.29281 -0.47354 4.81803
H 1.91130 -1.51776 5.06894
H 3.26829 -1.40203 6.27692
H -1.55485 1.83253 6.82625
H -0.86439 2.23047 5.17404
H -0.71601 3.32159 6.56514
C -3.11907 3.01057 -2.89692
O -3.96366 3.96572 -3.55714
C -3.35589 4.89960 -4.26951
O -2.15940 5.01269 -4.39920
O -4.26181 5.63909 -4.88713
C -3.80861 6.74632 -5.66274
H -2.66340 2.30495 -3.58374
H -3.75660 2.47684 -2.19863
H -2.40259 3.60927 -2.33578
H -4.71237 7.31006 -5.89441
H -3.44706 6.38760 -6.62288
H -3.16970 7.37467 -5.05153

Energy relative to the best compared isomer or geometry (same formula, charge and spin) (computed, eV): 4.693; 0.000